# C32H96O44S3Y

C32H96O44S3Y as an isolated structure in a non-equilibrium geometry (wB97M-V/def2-TZVPD, the OMol25 dataset).

Cartesian coordinates (Å):
Y1 -10.239640 -0.131554 10.672654
S1 -11.942722 1.312073 13.578026
O1 -12.734161 0.188513 14.002698
O2 -11.147926 0.991697 12.386185
O3 -12.707012 2.562481 13.489446
O4 -11.099220 1.310345 14.805560
S2 -8.916114 -0.713483 8.123182
O5 -8.568116 -1.060872 9.498343
O6 -10.174038 -0.028579 8.474502
O7 -7.927206 0.192845 7.539532
O8 -9.213374 -1.858217 7.279181
S3 -9.802268 -1.876407 13.743009
O9 -11.177470 -2.011904 14.113566
O10 -9.057403 -3.112957 13.891634
O11 -9.580115 -1.283780 12.424952
O12 -9.383709 -0.942172 14.762996
C1 -14.451926 2.667295 8.806143
C2 -15.151196 2.522545 10.159655
O13 -14.446010 1.608009 11.098468
O14 -13.139788 2.998004 9.082329
H1 -15.031379 3.368632 8.205759
H2 -14.405226 1.719916 8.269113
H3 -16.109463 2.039348 9.968985
H4 -15.373931 3.487443 10.615125
H5 -14.026121 2.076541 11.823578
H6 -13.078482 3.590707 9.835018
C3 -8.004779 2.030699 10.649549
C4 -9.286604 2.924111 10.627499
O15 -10.458214 2.264337 10.128600
O16 -8.160836 0.842050 11.462111
H7 -7.259385 2.626149 11.176731
H8 -7.716188 1.801425 9.623758
H9 -9.012241 3.605938 9.822548
H10 -9.469690 3.532083 11.513477
H11 -10.999334 2.895598 9.648720
H12 -7.298150 0.660582 11.842164
C5 -3.716691 0.879259 12.962831
C6 -4.053593 0.404789 11.530726
O17 -5.470805 0.605022 11.206315
O18 -4.158990 -0.146083 13.820162
H13 -4.307528 1.783361 13.109870
H14 -2.643921 0.998671 13.114499
H15 -3.890097 -0.663321 11.387541
H16 -3.444860 1.024906 10.872703
H17 -5.516345 0.427814 10.263915
H18 -5.113964 -0.085199 13.743219
C7 -10.215659 -5.799667 12.258243
C8 -9.847465 -6.357297 13.696877
O19 -10.313546 -5.359457 14.611766
O20 -9.415147 -4.745317 11.815720
H19 -11.296131 -5.697900 12.156572
H20 -10.058939 -6.661192 11.609166
H21 -8.777736 -6.523974 13.823413
H22 -10.408342 -7.281164 13.838205
H23 -9.994675 -4.529939 14.248678
H24 -9.234817 -4.165279 12.559113
C9 -12.265297 -2.871935 10.571008
C10 -13.225678 -1.721416 10.456840
O21 -12.562371 -0.502880 10.704661
O22 -10.898358 -2.626788 10.037105
H25 -12.687518 -3.743806 10.071357
H26 -12.077803 -3.174548 11.601231
H27 -13.891888 -1.920892 11.296170
H28 -13.686753 -1.653122 9.471523
H29 -13.199936 0.209247 10.794021
H30 -10.494933 -3.422835 9.683332
C11 -10.498167 1.035324 2.149911
C12 -10.178350 0.580886 0.700504
O23 -8.852380 0.145862 0.420620
O24 -10.525297 -0.194062 2.834708
H31 -11.370761 1.684206 2.224911
H32 -9.674245 1.539693 2.654745
H33 -10.261889 1.328827 -0.087977
H34 -10.850298 -0.243731 0.462607
H35 -8.780975 -0.753641 0.748327
H36 -9.783760 -0.307783 3.433708
C13 -12.314893 -1.155050 6.150679
C14 -13.525629 -0.488797 6.854942
O25 -14.689561 -1.347589 6.664307
O26 -11.908062 -2.383787 6.751610
H37 -11.520725 -0.415367 6.049360
H38 -12.582368 -1.255996 5.098843
H39 -13.699101 0.491949 6.412038
H40 -13.247996 -0.250889 7.881791
H41 -14.473906 -2.161338 7.125713
H42 -10.992430 -2.235204 6.998868
C15 -7.628437 -1.100174 3.988981
C16 -6.362489 -0.658963 4.711852
O27 -6.257840 -1.474763 5.856159
O28 -8.761646 -0.784213 4.722278
H43 -7.673548 -2.178051 3.833269
H44 -7.654364 -0.588855 3.026700
H45 -6.319145 0.410276 4.919115
H46 -5.518293 -0.872157 4.056124
H47 -6.701668 -1.035591 6.585358
H48 -8.755712 -1.458953 5.405137
C17 -4.911859 1.616396 8.266542
C18 -3.427102 1.299410 8.043751
O29 -3.345616 0.734825 6.696466
O30 -5.668913 0.407199 8.425475
H49 -5.395997 2.076858 7.405330
H50 -4.925858 2.210743 9.180133
H51 -3.014566 0.624903 8.794057
H52 -3.075487 2.323929 8.165512
H53 -4.204874 0.352581 6.503682
H54 -6.543205 0.442652 8.030539
C19 -2.679729 -2.417793 6.290372
C20 -3.625340 -3.134935 7.255870
O31 -3.020948 -3.787939 8.332321
O32 -1.894303 -3.469784 5.694126
H55 -2.020990 -1.750473 6.846102
H56 -3.192407 -1.927886 5.462571
H57 -4.205287 -3.761170 6.577933
H58 -4.348190 -2.482837 7.746111
H59 -2.154413 -4.043911 8.008001
H60 -1.215700 -3.747300 6.313865
C21 -12.177509 -6.461526 7.266517
C22 -12.343743 -5.957790 5.786509
O33 -11.445408 -4.909439 5.476404
O34 -12.076304 -5.384360 8.155602
H61 -11.235777 -7.008711 7.309429
H62 -13.020151 -7.134485 7.425159
H63 -13.371930 -5.615360 5.669566
H64 -12.176241 -6.810381 5.128372
H65 -11.625040 -4.143568 6.026654
H66 -11.124291 -5.262063 8.173263
C23 -5.913618 -4.640166 10.724167
C24 -6.623372 -3.252118 10.724921
O35 -6.600591 -2.745526 9.380630
O36 -4.469504 -4.645813 10.593794
H67 -6.312291 -5.273445 9.931614
H68 -6.138560 -5.028926 11.717324
H69 -6.039393 -2.589643 11.363819
H70 -7.670140 -3.251027 11.028875
H71 -7.416258 -2.242314 9.325280
H72 -4.188232 -4.129371 9.835002
C25 -10.627472 -3.440895 2.388861
C26 -9.549185 -3.695962 1.313258
O37 -8.958454 -2.474370 0.922258
O38 -11.727502 -2.720560 1.903204
H73 -10.095340 -2.920093 3.184913
H74 -10.987427 -4.395779 2.771923
H75 -10.031217 -4.278328 0.528022
H76 -8.727266 -4.298390 1.700076
H77 -8.613019 -2.491358 0.026726
H78 -11.421047 -1.837156 1.685759
C27 -6.343229 5.815275 6.049704
C28 -6.196137 5.654251 7.575606
O39 -7.199834 4.813775 8.186502
O40 -6.002514 4.616511 5.436747
H79 -5.852918 6.697942 5.639077
H80 -7.397970 5.971952 5.823710
H81 -6.314086 6.635932 8.034389
H82 -5.218266 5.275971 7.873544
H83 -7.462935 4.100433 7.600388
H84 -6.634722 3.896554 5.496445
C29 -9.926261 2.664206 5.165250
C30 -9.605221 2.998067 6.647078
O41 -8.267104 2.697354 7.099100
O42 -8.987603 3.325153 4.297171
H85 -10.915673 3.068589 4.951615
H86 -10.065512 1.607508 4.937006
H87 -10.330892 2.447462 7.245696
H88 -9.924493 4.025489 6.821900
H89 -8.186080 1.744389 7.182082
H90 -9.181495 4.264415 4.339473
C31 -8.300930 -5.015529 7.505570
C32 -8.034836 -4.834171 5.955108
O43 -8.879143 -5.654693 5.218014
O44 -9.480319 -4.307580 7.911890
H91 -7.405755 -4.735731 8.060993
H92 -8.350854 -6.043969 7.863220
H93 -7.000846 -5.073921 5.707188
H94 -8.071801 -3.774356 5.703068
H95 -9.778079 -5.408147 5.447672
H96 -9.338008 -3.452472 7.499405

Atomic forces in eV per Å
Y -1.24 -0.54 4.93
S 1.25 -2.26 8.32
O -4.13 -1.66 -2.84
O 1.01 0.61 -3.11
O -0.96 1.57 -2.38
O 1.85 3.16 -1.29
S -2.66 0.45 2.41
O 2.91 -1.70 0.05
O -1.38 1.68 -3.29
O -0.28 -0.34 -1.36
O 0.81 0.09 -1.33
S -1.77 3.41 6.29
O -2.82 -2.65 -2.25
O 1.73 -3.24 -1.37
O 0.50 0.07 -4.05
O 3.28 1.02 0.19
C -0.51 -0.84 1.63
C 0.04 -2.08 0.85
O -1.39 0.85 -2.44
O 1.79 0.94 -0.96
H 0.16 0.45 -0.23
H -0.22 -0.05 0.09
H -0.26 0.03 0.09
H 0.35 0.13 0.14
H 0.72 0.54 1.11
H -0.24 -0.02 0.30
C -1.20 0.20 1.72
C 1.00 0.29 -1.31
O 0.66 -0.21 0.19
O -0.76 1.42 -1.22
H 0.20 0.28 -0.57
H 0.11 -0.11 0.02
H 0.22 0.53 0.06
H -0.13 -0.69 0.38
H -0.15 -0.33 -0.03
H 0.11 -0.60 0.12
C -1.15 -1.51 -1.31
C -0.65 0.80 -0.06
O 1.75 0.44 1.38
O 0.03 0.38 0.75
H 0.38 0.45 0.22
H -0.07 0.22 -0.13
H 0.61 0.05 0.18
H 0.08 -0.11 -0.47
H -0.62 -0.44 -0.72
H -0.44 -0.57 0.41
C 1.14 -2.30 0.55
C -1.56 2.47 -0.92
O -0.12 -2.31 0.33
O -0.57 -1.22 -1.14
H -0.27 0.87 0.52
H 0.49 -0.21 -0.63
H 0.23 -0.13 -0.27
H -0.02 -0.14 0.21
H 0.38 1.46 0.37
H 0.22 1.40 1.09
C 1.98 -1.32 -0.08
C 0.71 -0.13 0.36
O 0.65 -0.43 -0.78
O -1.87 1.44 -0.14
H -0.07 0.03 -0.24
H -0.25 0.47 0.30
H -0.66 0.21 -0.29
H -0.36 -0.32 0.02
H -0.40 0.68 0.56
H 0.10 -0.27 0.21
C 2.32 -0.97 -0.62
C 0.34 1.02 -0.80
O 0.16 0.27 0.62
O -1.90 -0.59 0.01
H -0.46 -0.48 0.05
H 0.15 0.88 -0.82
H -0.79 0.52 0.31
H -0.38 0.04 0.03
H -0.02 -0.15 0.48
H 0.07 0.02 0.62
C -0.75 1.10 -0.41
C 0.82 -1.19 -0.76
O 0.67 1.22 0.54
O -0.63 0.62 -0.62
H 0.48 -0.08 0.72
H -0.31 -0.76 -0.12
H -0.35 -0.19 -0.45
H -0.34 -0.51 0.41
H 0.06 -0.23 0.10
H 0.41 -0.01 0.57
C 1.10 0.71 -0.91
C -0.30 -1.20 -0.47
O 0.80 0.02 0.14
O -0.57 0.44 0.19
H 0.74 -0.15 -0.29
H -0.26 0.00 -0.25
H -0.39 0.15 0.16
H 0.25 -0.12 -0.01
H -0.12 0.09 0.29
H -0.73 0.04 0.92
C -0.38 -1.66 0.54
C -2.54 0.01 -1.67
O 1.26 0.78 0.97
O 2.38 0.06 1.02
H 0.70 0.97 0.02
H -0.64 0.36 0.05
H -0.05 0.01 -0.09
H 1.25 -0.16 -0.71
H -0.23 -0.25 0.24
H -0.46 0.20 0.10
C 0.31 -1.06 1.13
C -1.78 1.69 -0.80
O 1.08 -0.23 -0.40
O 0.43 0.03 -0.50
H -0.04 0.41 -0.25
H -0.07 0.08 0.37
H -0.11 -0.72 0.33
H -0.10 0.39 -0.38
H 0.12 -0.54 0.44
H 0.09 0.10 -0.09
C 0.39 0.35 -1.84
C -0.07 0.09 1.42
O 0.04 -1.02 -0.69
O -0.73 -0.58 0.02
H -0.04 -0.49 -0.02
H -0.08 0.04 0.60
H -0.18 0.09 -0.15
H 0.15 0.14 -0.25
H -0.38 0.63 0.47
H 0.50 0.99 0.39
C -0.22 0.94 0.50
C 1.15 -0.57 -1.16
O 0.79 -0.52 -0.10
O -0.82 0.23 0.64
H -0.34 -0.06 0.12
H 0.13 -0.49 -0.13
H -0.06 0.12 0.29
H 0.20 -0.55 0.52
H 0.00 0.33 0.02
H -0.16 0.04 -0.22
C 1.20 -0.09 -0.35
C -0.42 -0.88 0.79
O -0.19 0.60 -0.47
O -0.19 -0.36 -0.36
H -0.31 0.18 0.40
H 0.06 0.06 0.04
H 0.09 0.38 -0.60
H -0.23 -0.38 0.41
H -0.08 -0.43 -0.09
H 0.13 0.36 0.36
C -1.60 -0.99 1.45
C -0.92 0.24 0.33
O 0.82 1.57 -0.23
O 1.83 -0.42 -1.39
H 0.71 -0.40 -0.05
H -0.44 0.45 0.33
H -0.02 0.15 0.14
H 0.28 -0.04 -0.40
H 0.00 -0.70 -0.17
H -0.61 0.28 0.29
C 0.15 1.13 0.68
C -0.61 -1.31 -0.31
O -1.31 1.84 -1.20
O -0.01 -0.75 -0.09
H -0.32 0.20 0.21
H 0.97 -0.09 0.02
H 0.03 -0.40 0.21
H 0.94 0.41 0.08
H -0.06 -0.85 0.16
H 0.02 0.06 0.02
C 1.02 0.08 -0.53
C 0.37 -0.67 2.08
O 0.44 -0.34 -0.89
O 0.67 -1.45 -0.17
H -0.05 1.08 0.02
H -0.70 -0.39 -0.74
H 0.11 -0.43 0.19
H -0.53 0.35 0.01
H -0.81 0.19 -0.07
H -0.30 0.70 0.39

HOMO-LUMO gap in eV: 2.5
2S+1: 1
HOMO in eV: 1.84
LUMO energy in eV: 4.34
Charge: -3

Atom charges from the Löwdin analysis, given in e for atoms 1 to 8:
1. Y 1.59
2. S 0.18
3. O -0.38
4. O -0.46
5. O -0.43
6. O -0.41
7. S 0.39
8. O -0.36